(1)
# C23H30KN3O

A structure of composition C23H30KN3O at a distorted geometry (ωB97M-V/def2-TZVPD, the OMol25 dataset).

Element x y z (Å)
K: 0.17800 -0.03648 -0.27217
C: 6.82243 -1.28732 1.68393
C: 5.50098 -0.62665 1.36786
C: 5.40956 0.76590 1.33948
C: 4.17730 1.36196 1.06192
C: 4.04146 2.86831 1.03581
C: 3.07917 0.56291 0.80915
C: 3.10981 -0.87531 0.81060
C: 4.39181 -1.42473 1.11217
N: 1.95382 -1.50273 0.52497
C: 1.80349 -2.94735 0.48067
C: 0.33061 -3.19704 0.09681
C: 2.03353 -3.62918 1.83959
C: 2.66345 -3.62142 -0.60417
H: 7.60119 -0.54614 1.86754
H: 7.15034 -1.92564 0.85983
H: 6.74143 -1.91937 2.57152
H: 6.28174 1.37881 1.54473
H: 4.99201 3.35281 1.26164
H: 3.30796 3.21310 1.76820
H: 3.71020 3.22103 0.05464
H: 2.12311 1.04368 0.62626
H: 4.52713 -2.49701 1.15266
H: -0.33651 -2.76303 0.85094
H: 0.12054 -4.26796 0.02933
H: 0.10991 -2.75203 -0.88398
H: 1.42413 -3.13234 2.59988
H: 3.07477 -3.56927 2.15960
H: 1.75142 -4.68765 1.80357
H: 2.49492 -3.12098 -1.56197
H: 2.40045 -4.67948 -0.71531
H: 3.72950 -3.56261 -0.38347
C: 1.27767 4.18727 -4.92501
N: 1.24848 2.78987 -4.47163
N: 0.02997 2.35950 -3.93647
C: 0.26784 1.56126 -2.82500
O: -0.60124 0.97682 -2.17173
C: 1.70117 1.57749 -2.64446
C: 2.22905 2.35241 -3.61478
C: 3.64720 2.75845 -3.82540
C: -1.12074 2.30726 -4.76984
C: -0.97768 2.31048 -6.15196
C: -2.10451 2.27277 -6.96065
C: -3.37179 2.21383 -6.39985
C: -3.50280 2.19404 -5.01750
C: -2.38669 2.24796 -4.19551
H: 0.31595 4.43772 -5.35982
H: 2.04196 4.29815 -5.69072
H: 1.48056 4.87380 -4.10009
H: 2.24863 1.04074 -1.88016
H: 4.27645 2.28294 -3.07607
H: 3.77039 3.84076 -3.74007
H: 3.98922 2.45876 -4.81812
H: 0.00819 2.31743 -6.59756
H: -1.98333 2.27804 -8.03711
H: -4.24807 2.18015 -7.03398
H: -4.48664 2.14251 -4.56609
H: -2.48690 2.23776 -3.11971

## Properties
Relative energy (zero: lowest compared OMol25 entry of this formula, charge and spin), eV: 0.035
Orbital gap, eV: 5.583


(2)
# C23H30N2O

The molecule C23H30N2O (ωB97M-V/def2-TZVPD, the OMol25 dataset).

Element x y z (Å)
C: -4.79808 -0.47971 0.18798
C: -3.76638 -1.53380 -0.05876
C: -4.16580 -2.83729 -0.32734
C: -3.24498 -3.82832 -0.60344
C: -1.89597 -3.52333 -0.62200
C: -1.45931 -2.23874 -0.34434
C: 0.00422 -1.91295 -0.35508
C: -2.39815 -1.24420 -0.04648
N: -1.93516 0.06238 0.21621
C: -2.25732 0.81311 1.29348
O: -2.94129 0.42954 2.22118
C: -1.71926 2.24541 1.25280
C: -2.64390 3.11881 0.39445
C: -2.44120 2.82044 -1.08614
C: -0.96628 2.94320 -1.45143
N: -0.13827 2.04950 -0.64965
C: 1.24423 2.12480 -1.10941
C: 2.20105 1.19747 -0.36345
C: 3.48611 0.96351 -1.16649
C: 4.39680 0.02829 -0.42276
C: 4.18592 -1.34399 -0.47898
C: 4.99359 -2.21203 0.23264
C: 6.02497 -1.71792 1.01331
C: 6.24225 -0.35268 1.07755
C: 5.43118 0.51362 0.36536
C: -0.27442 2.37359 0.76539
H: -4.57022 0.42609 -0.37301
H: -4.81306 -0.21516 1.24532
H: -5.78390 -0.83573 -0.10078
H: -5.22065 -3.07079 -0.32790
H: -3.57600 -4.83492 -0.81122
H: -1.17129 -4.29310 -0.84545
H: 0.23642 -1.23264 -1.17587
H: 0.59483 -2.81691 -0.48160
H: 0.29405 -1.43835 0.58204
H: -1.18892 0.43536 -0.37155
H: -1.76309 2.60434 2.28640
H: -3.68286 2.95022 0.68228
H: -2.40829 4.16944 0.58466
H: -2.79094 1.81452 -1.31976
H: -3.01563 3.52480 -1.69083
H: -0.82542 2.68139 -2.50409
H: -0.64482 3.99220 -1.31852
H: 1.23456 1.84088 -2.16714
H: 1.62224 3.16108 -1.04814
H: 1.71593 0.23797 -0.18850
H: 2.46981 1.62260 0.60520
H: 3.22920 0.53380 -2.13756
H: 3.98616 1.91891 -1.33783
H: 3.38403 -1.73374 -1.09010
H: 4.81961 -3.27683 0.17772
H: 6.65752 -2.39479 1.56830
H: 7.04594 0.03927 1.68381
H: 5.60603 1.57913 0.41848
H: 0.35446 1.69182 1.34104
H: 0.07068 3.40508 0.96252

## Properties
SMILES: Cc1cccc(C)c1NC(=O)[C@@H]1CCCN(CCCc2ccccc2)C1
Relative energy (zero: lowest compared OMol25 entry of this formula, charge and spin), eV: 0.000
Orbital gap, eV: 9.123


(3)
# C23H30N6O4

The molecule C23H30N6O4 at a distorted geometry (ωB97M-V/def2-TZVPD, the OMol25 dataset).

Element x y z (Å)
C: 1.05100 3.23314 3.79111
C: 0.80809 2.58027 2.43847
O: 0.38308 1.22675 2.59737
C: 1.33753 0.27426 2.46888
O: 2.47069 0.49408 2.10371
N: 0.87052 -0.95723 2.76198
C: -0.40706 -1.23077 3.37333
C: -1.20379 -2.24468 2.51909
N: -0.36535 -3.04373 1.64667
C: -0.33350 -2.68843 0.24065
C: 0.33640 -1.40085 -0.13260
N: 1.64539 -1.32062 -0.31814
C: 1.89046 -0.02931 -0.61609
C: 0.70413 0.69284 -0.63430
C: 0.68028 2.10266 -0.85301
O: -0.26420 2.86958 -0.79884
N: 1.96461 2.55890 -1.13349
C: 3.17545 1.88157 -1.11775
O: 4.21433 2.46024 -1.33976
N: 3.10190 0.53365 -0.86225
C: 4.31123 -0.23570 -0.67472
N: -0.28307 -0.21141 -0.30869
C: -1.68198 0.12615 -0.36846
C: -2.16658 0.19925 -1.80238
C: -1.73692 -0.76126 -2.70743
C: -2.14585 -0.75130 -4.03274
C: -1.68041 -1.81098 -4.98441
C: -3.01213 0.25252 -4.44176
C: -3.44487 1.21196 -3.54669
C: -3.03527 1.20878 -2.21924
C: -3.50326 2.28355 -1.28742
C: 0.90180 -3.34815 2.26904
C: 1.74648 -2.10322 2.61404
H: 0.15324 3.18141 4.40269
H: 1.86107 2.72520 4.30943
H: 1.32351 4.27449 3.64692
H: 0.00538 3.08353 1.89445
H: 1.72436 2.59461 1.83990
H: -0.22624 -1.64998 4.37168
H: -0.95629 -0.29768 3.48181
H: -1.95515 -1.73128 1.92044
H: -1.73247 -2.93103 3.19334
H: 0.21045 -3.48937 -0.26871
H: -1.36611 -2.69128 -0.12031
H: 2.05152 3.55441 -1.30569
H: 4.48356 -0.38090 0.39284
H: 4.19479 -1.20266 -1.16019
H: 5.13644 0.32329 -1.11047
H: -1.80219 1.09487 0.11830
H: -2.26204 -0.62159 0.18001
H: -1.05574 -1.53557 -2.37951
H: -0.69247 -2.17339 -4.70920
H: -2.36792 -2.65763 -4.96600
H: -1.64597 -1.42854 -6.00176
H: -3.34649 0.28610 -5.46860
H: -4.11371 1.98945 -3.88679
H: -4.19828 2.94733 -1.79477
H: -4.00283 1.86269 -0.41559
H: -2.64975 2.87189 -0.95116
H: 1.46941 -4.00149 1.60635
H: 0.67075 -3.90358 3.18390
H: 2.31072 -2.27187 3.54029
H: 2.44931 -1.87394 1.81224

## Properties
SMILES: CCOC(=O)N1CCN(Cc2nc3c(c(=O)[nH]c(=O)n3C)n2Cc2cc(C)ccc2C)CC1
Relative energy (zero: lowest compared OMol25 entry of this formula, charge and spin), eV: 0.000
Orbital gap, eV: 8.782


(4)
# C23H31AuN2O2S2Si

A structure of composition C23H31AuN2O2S2Si (ωB97M-V/def2-TZVPD, the OMol25 dataset).

Element x y z (Å)
Au: -0.11714 -1.17254 -0.09562
C: -0.03623 3.17758 1.74451
C: 0.42149 1.97094 0.96916
N: -0.37537 0.99645 0.69928
N: -1.65770 1.16895 1.17348
C: -2.56492 0.44360 0.59622
S: -2.41086 -0.64320 -0.74748
S: -4.20630 0.52408 1.20752
C: -4.04361 1.63951 2.62314
C: -3.70496 0.97936 3.93895
C: -2.90821 -0.15846 4.02028
C: -2.59635 -0.71114 5.25338
C: -3.06976 -0.13487 6.42388
C: -3.86658 0.99832 6.35214
C: -4.18349 1.54570 5.11715
C: 1.80465 1.96338 0.45842
C: 2.37134 3.16996 0.08720
C: 3.67372 3.26034 -0.39607
C: 4.49030 2.11828 -0.49336
C: 3.99186 0.90832 -0.12288
C: 2.63132 0.75726 0.35882
O: 2.22904 -0.37204 0.68592
H: -0.69862 2.85516 2.54491
H: -0.61293 3.85550 1.11086
H: 0.81103 3.71703 2.16169
H: -5.00337 2.15104 2.70150
H: -3.28945 2.37877 2.35196
H: -2.52675 -0.62486 3.12194
H: -1.98096 -1.60141 5.29155
H: -2.82774 -0.57120 7.38475
H: -4.25189 1.45162 7.25660
H: -4.81572 2.42550 5.06708
H: 1.78244 4.07517 0.15047
H: 4.05856 4.22501 -0.69857
H: 5.50367 2.20896 -0.86103
H: 4.57484 -0.00137 -0.17638
C: -1.14884 -4.43231 0.29049
Si: 0.04439 -3.42369 -0.75234
C: 1.79128 -4.07891 -0.50400
C: -0.42819 -3.62279 -2.55810
H: -1.09885 -5.49259 0.02636
H: -2.17252 -4.08687 0.13176
H: -0.93196 -4.33749 1.35648
H: 1.83793 -5.14389 -0.75122
H: 2.11742 -3.95498 0.53062
H: 2.50251 -3.55005 -1.14121
H: -0.39872 -4.67695 -2.84862
H: 0.25112 -3.07160 -3.21065
H: -1.43916 -3.25103 -2.73684
C: 0.98033 -0.62656 5.00739
C: 1.19528 -2.12835 4.72186
C: 0.96908 -2.23239 3.21275
O: 0.06390 -1.17802 2.90816
C: 0.53937 -0.06373 3.64964
H: 1.88814 -0.13890 5.36226
H: 0.20607 -0.47360 5.75763
H: 0.46502 -2.73359 5.25912
H: 2.18834 -2.47335 5.00809
H: 0.51374 -3.16770 2.89002
H: 1.90368 -2.08232 2.65862
H: -0.26721 0.66538 3.71101
H: 1.39358 0.38368 3.12263

## Properties
Relative energy (zero: lowest compared OMol25 entry of this formula, charge and spin), eV: 0.056
2S+1: 3
Orbital gap (alpha / beta), eV: 6.652 / 5.460
⟨S²⟩: 2.0553